Here is a 8-piece molecular cluster, C6H28N2O7 overall at a distorted geometry from the OMol25 dataset. Energies are from wB97M-V/def2-TZVPD.

Last columns: bonded neighbours and bond lengths (Å).
Positions of all 43 atoms, in Å:
1 H 3.5833 -2.5574 -1.0331  C18 1.139
2 H -2.6521 0.4275 0.5973  C31 1.138
3 H -3.9512 -1.5421 1.1896  O26 0.981
4 O 2.4910 2.8187 -0.1130  H22 0.960, H29 1.014
5 H -1.8535 -1.1641 1.9298  O41 0.965
6 H -3.4429 0.7470 -1.4009  C40 1.086
7 C 2.6015 -0.9355 0.1271  H9 1.103, C18 1.520, C20 1.513, H38 1.108
8 H -2.5077 2.1921 -1.5954  C40 1.104
9 H 2.6526 0.1665 0.1055  C7 1.103
10 H -1.1726 2.3876 4.3607  O30 0.966
11 H -1.5415 -2.7956 1.7836  O41 0.957
12 H 0.6871 0.6164 -0.2780  C25 1.148
13 H 3.6892 -1.1671 -3.0068  N33 1.026
14 H 4.6169 -1.1453 -0.6600  C18 1.102
15 O -3.1499 -2.4935 -1.9716  H19 0.980, H21 0.971
16 O 1.5597 1.3603 3.0420  H17 0.981, H42 0.969
17 H 1.8269 1.7000 2.1618  O16 0.981
18 C 3.5843 -1.4237 -0.9241  H1 1.139, C7 1.520, H14 1.102, N33 1.447
19 H -3.9751 -2.2697 -1.4926  O15 0.980
20 C 1.1486 -1.3549 0.0731  C7 1.513, H24 1.092, C25 1.322
21 H -3.3378 -1.8834 -2.7034  O15 0.971
22 H 2.6746 3.6905 0.2458  O4 0.960
23 N -1.1065 -0.4905 0.0433  C25 1.405, C31 1.479, H36 1.011
24 H 1.0402 -2.4330 0.2119  C20 1.092
25 C 0.2575 -0.4482 -0.2905  H12 1.148, C20 1.322, N23 1.405
26 O -4.5374 -0.8613 0.7951  H3 0.981, H27 0.976
27 H -3.9723 -0.0663 0.7560  O26 0.976
28 H 2.1699 -0.9835 -2.3097  N33 1.021
29 H 2.3033 2.7718 -1.1087  O4 1.014
30 O -1.8867 1.7410 4.2910  H10 0.966, H39 0.962
31 C -1.8232 0.7966 -0.0894  H2 1.138, N23 1.479, H32 1.099, C40 1.505
32 H -1.5275 1.5662 0.6368  C31 1.099
33 N 3.1725 -0.8405 -2.1823  H13 1.026, C18 1.447, H28 1.021
34 H -1.7748 0.8048 -2.2742  C40 1.096
35 O 1.9214 1.6294 -2.1716  H37 0.984, H43 0.966
36 H -1.6513 -1.0957 -0.5553  N23 1.011
37 H 2.5946 0.9572 -1.9205  O35 0.984
38 H 3.0525 -1.3068 1.0686  C7 1.108
39 H -1.5584 1.0406 3.7186  O30 0.962
40 C -2.4172 1.1030 -1.4380  H6 1.086, H8 1.104, C31 1.505, H34 1.096
41 O -2.0959 -2.0825 2.0996  H5 0.965, H11 0.957
42 H 2.3913 1.0186 3.4036  O16 0.969
43 H 1.9164 1.8047 -3.1215  O35 0.966

Computed properties:
**Frontier orbital gap (alpha / beta)**: 0.07817 / 0.30878 Ha
**HOMO level (alpha / beta)**: 0.7 / -5.6 eV
**E_LUMO (alpha / beta)**: 2.860 / 2.761 eV
**Total charge**: -1
**Maximum force**: 0.0759 hartree/bohr
**Multiplicity**: 2